[1]
10
Properties=species:S:1:pos:R:3:forces:R:3 method="wB97M-V/def2-TZVPD" multiplicity=5 gap_ha="0.30024 / 0.19561" charge=+1 relative_energy_kj_mol=511.9
C 0.05814 0.57494 -1.43136 -0.839 -0.227 2.360
C 1.10337 0.20875 -0.67947 -0.614 2.679 1.051
O 0.73820 -0.45556 0.67254 0.358 0.297 -0.678
C 0.25934 0.14096 1.72043 -0.959 -2.246 -2.389
O -1.00310 -0.27475 1.81898 1.287 0.819 0.446
H 0.04749 1.65583 -1.62758 0.575 -0.443 -1.500
H 2.06851 0.72463 -0.61130 -0.135 -0.762 0.289
H -1.32950 -0.10796 2.71013 -0.416 0.325 0.458
Co -1.57339 -0.58455 -1.17934 1.937 -0.711 -0.241
H -0.36907 -1.88228 -1.39303 -1.193 0.269 0.204

=====

[2]
9
Properties=species:S:1:pos:R:3:forces:R:3 method="wB97M-V/def2-TZVPD" multiplicity=1 gap_ha=0.44171 smiles="C=CC(F)F" relative_energy_kj_mol=58.9
C -0.61703 -0.81347 1.49273 -2.025 -2.817 2.478
C -0.37564 0.31118 0.96483 1.640 3.335 -1.937
C 0.44197 0.41828 -0.30400 2.920 0.526 2.710
F 0.89809 -0.76932 -0.76354 0.274 -0.825 0.142
F -0.41663 0.83779 -1.15764 -2.064 1.838 -3.345
H -0.21597 -1.73096 1.03487 -0.301 0.329 0.798
H -1.36194 -0.74391 2.33963 1.029 -1.019 -0.906
H -0.84715 1.26273 1.24522 0.342 -0.450 0.105
H 1.39608 1.09998 -0.25050 -1.815 -0.916 -0.045

=====

[3]
9
Properties=species:S:1:pos:R:3:forces:R:3 method="wB97M-V/def2-TZVPD" multiplicity=1 gap_ha="0.34471 / 0.28471" relative_energy_kj_mol=479.5
C 1.49845 -1.01318 0.14537 -4.358 3.181 -0.902
C 0.18226 0.43941 -0.08603 3.222 -4.188 -0.481
C -1.25348 0.34835 0.10548 -1.613 -4.926 -1.166
F 2.66385 -0.45926 0.07028 1.734 0.744 0.171
F 0.63241 1.67470 -0.01369 0.532 0.047 0.423
H 1.43041 -1.79384 -0.64207 -0.575 0.267 0.462
H -1.66219 -0.50351 0.77265 1.251 1.033 -0.937
H -1.65622 1.16901 0.51428 -1.289 3.410 1.411
H -1.83551 0.13831 -0.86627 1.096 0.432 1.018

=====

[4]
14
Properties=species:S:1:pos:R:3:forces:R:3 method="wB97M-V/def2-TZVPD" multiplicity=1 gap_ha=0.35470 smiles="COS(=O)(=O)C(F)(F)C=O" relative_energy_kj_mol=45.5
C 1.47949 0.13916 1.28793 4.914 1.039 -0.949
O 1.09992 -1.17609 0.80211 0.331 0.553 1.562
S 0.39945 -1.18938 -0.57645 -1.639 2.195 -1.313
O 1.16207 -0.41012 -1.51788 -0.350 -0.283 0.288
O 0.03578 -2.52548 -0.84687 -0.264 -0.722 -0.005
C -1.47173 -0.07136 -0.22480 2.601 -2.371 -0.044
F -1.56833 -0.02082 1.08466 -0.289 0.376 0.619
F -2.38781 -0.89868 -0.71055 -0.188 0.379 -0.240
C -1.31498 1.22724 -0.93669 -0.198 1.622 -2.211
O -0.97063 2.26388 -0.41207 -0.411 -1.611 -0.437
H 0.70944 0.64024 1.79457 -1.160 0.353 0.584
H 1.87537 0.75237 0.38714 -1.036 -0.893 1.438
H 2.48283 0.13377 1.97958 -2.740 -0.792 -1.514
H -1.53088 1.13527 -2.11069 0.430 0.154 2.223

=====

[5]
11
Properties=species:S:1:pos:R:3:forces:R:3 method="wB97M-V/def2-TZVPD" multiplicity=1 gap_ha=0.34513 smiles="OC(=S)CC(F)F" relative_energy_kj_mol=226.0
O 0.45267 -0.84889 1.27672 1.951 -4.996 -0.964
C 0.77511 0.13848 0.46519 -0.567 1.393 0.947
S 1.97538 0.19548 -0.64116 -0.451 0.295 1.088
C -0.49823 1.04803 0.79617 0.861 1.009 1.294
C -1.44595 0.38429 -0.23960 -1.381 1.397 -2.643
F -0.67500 -0.27262 -1.28956 -2.113 1.112 1.430
F -2.18440 -0.63785 0.30939 0.480 1.300 -0.456
H 0.86390 -1.77680 0.93309 -0.871 3.129 1.163
H -0.30254 2.24130 0.68575 -0.754 -3.141 -0.015
H -0.89586 0.74434 1.97362 1.191 1.150 -3.696
H -2.14394 1.22413 -0.85669 1.655 -2.647 1.851

=====

[6]
10
Properties=species:S:1:pos:R:3:forces:R:3 method="wB97M-V/def2-TZVPD" multiplicity=1 gap_ha=0.35339 smiles="FC(F)=CCS" relative_energy_kj_mol=175.3
F -2.47818 -0.68773 -0.42724 1.544 2.131 0.269
C -1.35445 0.02066 -0.03624 1.218 -3.479 1.990
F -1.43020 1.29412 0.10063 -1.510 1.708 -0.687
C -0.29697 -0.62924 0.49481 -1.172 -3.869 -3.442
C 1.07339 -0.14905 0.83152 -2.431 0.566 3.733
S 2.11846 0.13891 -0.46576 3.055 -2.663 -2.034
H -0.32950 -1.78100 0.12007 -0.047 2.627 1.353
H 0.90994 0.85734 1.33006 0.558 -1.295 0.182
H 1.56506 -0.96747 1.45628 -0.919 1.769 -0.081
H 2.60275 -1.24324 -0.25530 -0.296 2.507 -1.282

=====

[7]
17
Properties=species:S:1:pos:R:3:forces:R:3 method="wB97M-V/def2-TZVPD" multiplicity=1 gap_ha=0.16597 relative_energy_kj_mol=0.0
Tl 10.54816 18.00504 25.79988 3.326 4.553 3.414
C 6.64302 16.61586 26.22451 -0.216 -0.949 -0.751
F 5.35737 16.90104 25.93031 1.492 -0.071 0.225
F 7.16568 17.51179 27.02840 -0.149 0.686 1.019
F 6.66722 15.40476 26.80840 0.174 0.802 -0.349
S 7.71391 16.67993 24.66185 -2.481 -2.040 -6.057
O 7.56356 15.36431 23.99377 1.166 1.591 2.706
O 7.08051 17.67009 23.79701 0.864 0.343 2.132
O 9.16338 17.06479 24.95466 -6.142 -4.103 -2.402
O 14.73901 15.84409 24.28316 -2.226 0.937 3.412
C 14.15488 16.20762 25.50116 1.827 1.997 -4.205
C 13.22285 17.46637 25.55540 -0.535 -0.599 -4.313
O 12.61161 18.00186 24.38407 2.608 -1.873 2.912
H 14.94698 16.26852 26.24746 0.594 -0.013 0.512
H 13.59279 15.38344 25.94035 -0.796 -0.569 0.075
H 13.57822 18.22075 26.25734 0.797 0.350 0.127
H 12.35248 17.27069 26.18171 -0.302 -1.042 1.544

=====

[8]
13
Properties=species:S:1:pos:R:3:forces:R:3 method="wB97M-V/def2-TZVPD" multiplicity=1 gap_ha="0.34250 / 0.33165"
C 0.31199 -0.11424 -0.06528 0.952 1.122 -1.847
C 0.42169 1.37441 0.40294 -0.218 1.198 1.459
C -0.82945 3.07673 -1.55546 0.464 -1.875 1.846
N 0.44059 -0.98718 1.04127 4.129 -0.678 -0.908
F -0.08082 1.61728 1.70033 0.011 -0.670 -2.190
F 1.67556 1.93339 0.50612 -1.108 -1.173 -0.877
F -0.40137 4.27793 -1.30392 0.491 0.579 -0.887
F -2.09035 2.98298 -1.23881 -0.909 -0.040 -0.053
F -0.60956 2.54734 -2.74082 0.251 0.843 -0.308
H 1.07792 -0.18116 -0.90957 -0.251 -0.203 1.541
H -0.54269 -0.48088 -0.63814 -0.691 1.226 0.278
H -0.28886 -0.80628 1.64231 -1.673 0.322 1.921
H 1.36592 -0.75676 1.48033 -1.449 -0.651 0.024